Entry from OMol25: a molecular structure, C54H54CdN6OS6Te (ωB97M-V with the def2-TZVPD basis set).

```
123
Properties=species:S:1:pos:R:3:lowdin_charge:R:1
Te 1.561 -2.672 2.123 1.090
Cd 0.059 -0.040 1.216 1.138
S -2.863 -0.247 -1.807 0.853
S -3.254 -0.379 0.974 0.627
S 1.586 3.218 0.393 0.759
S -0.234 0.229 4.060 0.478
S 2.565 1.262 2.422 0.748
S -0.104 -0.498 -1.840 0.666
O 0.349 2.387 0.551 -0.659
N -3.667 -0.844 -0.503 -0.496
N -1.486 0.477 -1.460 -0.571
N 0.652 -0.921 -0.600 -0.611
N 0.727 1.567 7.297 0.128
N 3.864 3.017 5.464 0.124
N -1.972 -0.720 1.578 -0.422
C -1.434 -3.000 -3.840 -0.201
C -3.916 1.155 -2.277 -0.355
C 1.200 -4.388 -1.500 -0.093
C 2.269 -3.666 -3.518 -0.087
C -6.418 -2.473 3.493 -0.105
C 1.042 -3.261 -4.020 -0.049
C -4.461 -1.091 3.282 -0.062
C -2.602 -3.693 -3.535 -0.039
C 0.146 -4.254 2.440 -0.469
C -5.454 3.051 1.309 -0.093
C -3.887 -2.289 -5.012 -0.113
C 3.150 2.300 4.907 -0.313
C -3.358 2.364 -2.655 -0.082
C -3.138 3.666 1.110 -0.068
C 0.292 1.709 -3.620 -0.113
C 2.003 -2.604 4.207 -0.466
C -6.519 -2.551 2.110 -0.095
C -5.389 -1.743 4.078 -0.080
C 5.035 1.361 0.322 -0.090
C -3.764 1.358 1.128 -0.279
C -2.780 2.328 1.058 -0.069
C 2.172 0.976 -2.313 -0.108
C 5.166 0.596 1.652 -0.594
C 2.995 1.868 -2.993 -0.093
C -0.124 -3.409 -3.268 -0.219
C -4.582 -1.161 1.901 -0.319
C 6.967 -2.733 2.282 -0.097
C 7.185 -0.574 0.576 -0.047
C -4.185 3.391 -3.101 -0.087
C 7.991 -2.713 1.341 -0.132
C 6.145 -0.582 1.508 -0.169
C 1.090 1.049 4.769 -0.809
C -0.026 -3.982 -2.002 -0.049
C 6.062 -1.684 2.364 -0.033
C 2.353 -4.232 -2.253 -0.087
C 1.111 2.605 -4.299 -0.120
C 1.140 4.341 -0.953 -0.235
C -5.598 -1.890 1.305 -0.081
C 0.902 1.352 6.179 -0.310
C -1.524 -1.929 -4.734 -0.067
C -2.731 -1.578 -5.314 -0.098
C 5.775 1.548 2.691 -0.068
C 2.257 1.457 4.180 -0.562
C -5.104 1.711 1.245 -0.073
C -4.471 4.031 1.236 -0.097
C -5.559 3.209 -3.157 -0.109
C 1.523 4.452 1.701 -0.245
C 0.822 0.901 -2.622 -0.358
C -5.293 0.969 -2.320 -0.097
C 8.095 -1.624 0.490 -0.116
C -3.815 -3.342 -4.113 -0.096
C 2.465 2.683 -3.988 -0.126
C -6.113 1.999 -2.756 -0.099
C 3.806 0.044 2.135 -0.503
H 3.395 -0.579 1.331 -0.035
H -3.746 4.334 -3.405 0.097
H -0.260 -4.561 1.475 -0.028
H -4.832 -2.023 -5.469 0.092
H -7.138 -2.991 4.116 0.092
H 6.769 1.886 2.375 0.077
H -1.744 2.044 0.954 0.048
H -6.200 4.012 -3.501 0.091
H -2.368 4.427 1.050 0.097
H 5.137 2.425 2.821 0.055
H 1.097 3.734 -1.858 0.017
H 2.658 -3.428 4.489 -0.013
H 0.699 3.245 -5.072 0.091
H -2.289 2.496 -2.560 0.082
H -5.868 0.945 1.290 0.106
H -0.636 -1.346 -4.949 0.103
H -0.671 -3.898 3.067 -0.006
H -4.749 5.078 1.274 0.093
H 1.264 -4.814 -0.507 0.080
H 3.312 -4.542 -1.856 0.101
H 5.975 1.816 -0.019 0.062
H 8.892 -1.586 -0.246 0.086
H -5.700 0.019 -1.995 0.098
H 2.235 5.246 1.470 0.054
H -4.708 -3.905 -3.864 0.095
H 0.646 -5.097 2.913 -0.013
H -5.301 -1.695 5.156 0.101
H 1.063 -2.643 4.757 -0.013
H 0.985 -2.839 -5.016 0.103
H 4.051 1.921 -2.753 0.096
H 1.899 5.119 -1.048 0.052
H -0.915 -4.071 -1.388 0.112
H -2.565 -4.524 -2.841 0.108
H -7.187 1.854 -2.783 0.094
H -7.310 -3.137 1.655 0.093
H 1.802 3.958 2.631 0.025
H 3.165 -3.533 -4.113 0.095
H 5.862 1.053 3.659 0.083
H 0.157 4.762 -0.734 0.051
H 8.701 -3.530 1.280 0.083
H -2.773 -0.741 -6.001 0.099
H 7.294 0.261 -0.103 0.091
H 3.108 3.372 -4.525 0.089
H -5.651 -1.924 0.225 0.090
H -0.760 1.630 -3.867 0.083
H 4.655 0.698 -0.460 0.076
H 0.500 4.830 1.757 0.053
H 5.253 -1.695 3.084 0.095
H 4.311 2.168 0.461 0.037
H 2.497 -1.649 4.383 -0.025
H 2.547 0.324 -1.527 0.082
H 6.874 -3.573 2.962 0.091
H -3.633 -0.533 3.710 0.108
H -6.495 3.333 1.413 0.094
```

Summary:
charge = -2
total energy = -5318.57116 a.u.
LUMO energy = 3.66 eV
gap between HOMO and LUMO = 4.83 eV
relative energy (zero: lowest compared OMol25 entry of this formula, charge and spin) = 17.4 kJ/mol